Entry 1:
Formula: C3H7NS4
Source: the Open Molecules 2025 dataset
Level of theory: ωB97M-V with the def2-TZVPD basis set

- Electronic energy: -48053.519 eV
- Structure (SMILES): SN1CCSC1(S)S
- HOMO level: -0.3194 hartree
- Relative energy (zero: lowest compared OMol25 entry of this formula, charge and spin): 1.367 eV
- Gap between HOMO and LUMO: 9.146 eV

Each line ends with the natural charge from an NBO analysis.
Atoms and positions in Å:
S: -0.9986 -1.2518 -1.6944  0.185
N: -0.3361 -0.3720 -0.3725  -0.666
C: -1.2284 0.6431 0.1711  -0.256
C: -0.7963 0.7057 1.6596  -0.527
S: 1.0546 0.7389 1.6704  0.134
C: 1.0612 -0.1905 -0.1866  -0.187
S: 1.9996 -1.6832 -0.2790  0.072
S: 1.7644 1.1246 -1.2445  -0.037
H: -2.0045 -1.9160 -1.0075  0.112
H: -2.1500 0.0582 0.2621  0.233
H: -1.0087 1.6119 -0.3249  0.226
H: -1.2320 1.5087 2.2727  0.240
H: -1.0118 -0.3306 2.2172  0.215
H: 3.0942 -1.0731 -0.7111  0.137
H: 1.7922 0.4261 -2.4325  0.118

---

Entry 2:
Formula: C3H5N2O
Source: the Open Molecules 2025 dataset
Level of theory: ωB97M-V with the def2-TZVPD basis set

- Electronic energy: -8209.099 eV
- Structure (SMILES): C[N+](=O)C=C=N
- HOMO level (alpha / beta): -0.5533 / -0.5533 hartree
- Relative energy (zero: lowest compared OMol25 entry of this formula, charge and spin): 4.094 eV
- Net charge: +1
- Gap between HOMO and LUMO (alpha / beta): 9.180 / 9.180 eV

Each line ends with the natural charge from an NBO analysis.
Atoms and positions in Å:
C: -1.8124 0.2450 0.0232  -0.478
N: -0.3840 0.4082 -0.0010  0.272
O: 0.1204 1.5119 -0.0136  -0.274
C: 0.3802 -0.6952 -0.0003  -0.299
C: 1.7165 -0.4697 -0.0251  0.617
N: 2.7976 -0.0605 0.0372  -0.414
H: -2.1377 -0.4184 -0.7790  0.258
H: -2.1242 -0.1823 0.9814  0.265
H: -2.2898 1.2208 -0.0836  0.273
H: -0.0306 -1.6904 0.0103  0.285
H: 3.7641 0.1307 -0.1495  0.495

---

Entry 3:
Formula: C17H62BN2O13
Source: the Open Molecules 2025 dataset
Level of theory: ωB97M-V with the def2-TZVPD basis set

- Electronic energy: -48899.195 eV
- HOMO level: -0.4092 hartree
- Net charge: +1
- Gap between HOMO and LUMO: 8.174 eV

Each line ends with the Mulliken charge.
Atoms and positions in Å:
N: -0.6565 2.9524 1.1394  -0.531
B: 0.1966 2.9267 -0.0542  0.292
O: -0.3961 2.9342 -1.2758  -0.575
C: 1.7859 2.8686 -0.0004  0.314
C: 2.3311 2.4020 -1.3545  0.167
C: 3.8480 2.5386 -1.5068  -1.041
N: 4.5008 3.0442 -0.2511  -0.057
C: 3.8782 4.2567 0.3911  -0.951
C: 2.3535 4.2490 0.3343  -0.795
H: -0.4410 2.2012 1.7872  0.314
H: -0.6643 3.8268 1.6496  0.154
H: -1.1950 2.3962 -1.2889  0.331
H: 2.0471 2.1635 0.7992  -0.070
H: 1.8442 2.9969 -2.1240  0.533
H: 2.0844 1.3587 -1.5342  -0.100
H: 4.2838 1.5590 -1.6932  0.444
H: 4.1262 3.1886 -2.3316  0.279
H: 4.5661 2.2764 0.4153  0.475
H: 5.4637 3.2813 -0.4863  0.371
H: 4.1899 4.2414 1.4338  0.432
H: 4.3160 5.1458 -0.0544  0.256
H: 1.9884 4.5541 1.3131  0.333
H: 2.0013 4.9764 -0.3986  0.409
C: -4.0064 1.2455 3.0248  -0.619
O: -3.4969 2.3604 2.2887  -0.440
H: -5.0639 1.4258 3.1946  0.279
H: -3.8975 0.3144 2.4633  0.300
H: -3.5044 1.1433 3.9898  0.324
H: -2.5610 2.2163 2.1164  0.267
C: 2.9533 5.3519 4.2362  -0.606
O: 2.7668 4.0626 3.6407  -0.448
H: 1.9985 5.8670 4.1808  0.239
H: 3.2457 5.2667 5.2829  0.316
H: 3.7031 5.9409 3.7013  0.268
H: 3.5986 3.5878 3.7212  0.275
C: 2.7145 -1.3973 -1.5646  -0.534
O: 3.1585 -0.5122 -0.5169  -0.503
H: 3.4120 -1.3496 -2.3927  0.180
H: 2.6663 -2.4248 -1.2024  0.362
H: 1.7275 -1.0885 -1.9111  0.224
H: 2.5195 -0.6045 0.1979  0.279
C: 4.3294 -2.0743 -5.6426  -0.590
O: 3.4383 -2.2353 -4.5365  -0.398
H: 4.9157 -1.1766 -5.4593  0.285
H: 5.0033 -2.9275 -5.7316  0.236
H: 3.7842 -1.9633 -6.5794  0.226
H: 2.9259 -3.0301 -4.7085  0.231
C: -1.5588 -0.6962 -0.4299  -0.472
O: -0.1483 -0.5630 -0.2005  -0.487
H: -1.8450 -1.6877 -0.0927  0.268
H: -2.1185 0.0479 0.1456  0.061
H: -1.7964 -0.5971 -1.4894  0.351
H: 0.1454 0.2992 -0.4968  0.141
C: -4.8319 -1.5017 5.6772  -0.544
O: -5.9553 -0.8969 5.0311  -0.488
H: -4.4810 -2.3129 5.0453  0.253
H: -4.0228 -0.7809 5.8123  0.164
H: -5.1155 -1.9095 6.6487  0.362
H: -6.2649 -0.1854 5.5973  0.248
C: -7.0791 -3.1286 3.0084  -0.345
O: -6.1317 -4.0905 2.5319  -0.513
H: -7.5466 -3.5492 3.8943  0.208
H: -6.5898 -2.1938 3.2781  0.061
H: -7.8497 -2.9396 2.2561  0.302
H: -5.7159 -3.7256 1.7479  0.278
C: -2.0020 -1.5988 8.3588  -0.552
O: -2.2780 -2.3761 7.1999  -0.460
H: -2.6703 -0.7411 8.3323  0.214
H: -2.1921 -2.1596 9.2768  0.272
H: -0.9702 -1.2378 8.3686  0.278
H: -1.6999 -3.1432 7.2077  0.271
C: 5.3560 -3.8286 -9.3320  -0.580
O: 4.4458 -4.0081 -8.2476  -0.431
H: 5.9211 -2.9234 -9.1249  0.229
H: 6.0526 -4.6654 -9.4161  0.275
H: 4.8294 -3.7041 -10.2801  0.266
H: 3.9365 -4.8050 -8.4198  0.264
C: 4.0824 -5.5443 -4.5329  -0.413
O: 5.1004 -6.3654 -5.0826  -0.521
H: 3.7142 -6.0381 -3.6371  0.325
H: 4.4731 -4.5617 -4.2608  0.109
H: 3.2486 -5.4257 -5.2360  0.226
H: 5.4321 -5.9378 -5.8774  0.286
C: -3.2887 -2.8488 -3.0753  -0.593
O: -2.6838 -1.5965 -3.3900  -0.487
H: -4.2900 -2.6351 -2.7112  0.226
H: -3.3656 -3.4896 -3.9557  0.311
H: -2.7350 -3.3801 -2.2962  0.257
H: -1.8006 -1.7728 -3.7254  0.273
C: -6.2222 4.4536 1.6553  -0.497
O: -6.2306 3.1790 1.0327  -0.503
H: -7.2443 4.8251 1.6408  0.261
H: -5.8842 4.3942 2.6939  0.222
H: -5.5857 5.1632 1.1185  0.223
H: -5.3268 2.8460 1.0486  0.267

---

Entry 4:
Formula: C3H8FN2O2
Source: the Open Molecules 2025 dataset
Level of theory: ωB97M-V with the def2-TZVPD basis set

- Electronic energy: -13031.343 eV
- Structure (SMILES): C[C@@](N)(F)C[NH+]([O-])[O-]
- HOMO level: -0.1316 hartree
- Relative energy (zero: lowest compared OMol25 entry of this formula, charge and spin): 0.088 eV
- Net charge: -1
- Gap between HOMO and LUMO: 7.355 eV

Each line ends with the natural charge from an NBO analysis.
Atoms and positions in Å:
C: -0.6078 1.0562 1.0941  -0.661
C: 0.5355 0.1736 0.6104  0.474
N: 1.5299 0.8196 -0.1671  -0.872
F: 1.1870 -0.2556 1.8700  -0.439
C: 0.1060 -1.1426 -0.0382  -0.277
N: -0.6973 -0.9294 -1.2877  0.207
O: -1.2239 -2.0870 -1.6805  -0.757
O: 0.0114 -0.2136 -2.1927  -0.780
H: -1.3077 0.4883 1.7236  0.212
H: -0.2006 1.9068 1.6610  0.207
H: -1.1419 1.4528 0.2186  0.214
H: 1.5308 1.8247 -0.0134  0.338
H: 1.2742 0.6068 -1.1538  0.433
H: -0.5155 -1.7184 0.6581  0.205
H: 0.9850 -1.7141 -0.3552  0.225
H: -1.4649 -0.2682 -0.9474  0.270

---

Entry 5:
Formula: C4H20O6
Source: the Open Molecules 2025 dataset
Level of theory: ωB97M-V with the def2-TZVPD basis set

- Electronic energy: -16756.359 eV
- Structure (SMILES): CCCCO.O.O.O.O.O
- HOMO level: -0.3878 hartree
- Relative energy (zero: lowest compared OMol25 entry of this formula, charge and spin): 0.890 eV
- Gap between HOMO and LUMO: 10.537 eV

Each line ends with the natural charge from an NBO analysis.
Atoms and positions in Å:
C: -3.3002 -0.7198 0.9335  -0.608
C: -2.7132 -0.6064 2.3667  -0.392
C: -1.2635 -0.1174 2.4499  -0.430
C: -0.2095 -1.1809 2.2964  -0.068
O: 1.1138 -0.9755 2.7716  -0.727
H: -4.3626 -0.5162 0.9941  0.217
H: -3.0537 -1.6464 0.4303  0.210
H: -2.7225 0.0638 0.4394  0.189
H: -3.3527 0.1162 2.8757  0.205
H: -2.7944 -1.4728 3.0292  0.204
H: -1.1167 0.6656 1.6871  0.173
H: -1.1394 0.4715 3.3622  0.218
H: -0.0826 -1.5207 1.2615  0.177
H: -0.5240 -2.0653 2.8308  0.179
H: 1.6642 -0.3119 2.3565  0.454
O: 1.6645 2.4457 0.2418  -0.935
H: 0.7306 2.4759 0.0283  0.470
H: 1.7445 2.3921 1.1971  0.466
O: 2.4199 -1.2077 -3.3284  -0.951
H: 2.9217 -0.6239 -2.7830  0.473
H: 1.5949 -1.4249 -2.8918  0.478
O: 2.1156 -1.2063 -0.1938  -0.928
H: 2.8487 -1.7284 0.1469  0.472
H: 1.9864 -0.5967 0.5299  0.455
O: 0.6084 2.1060 -3.8658  -0.980
H: 1.4031 1.6874 -3.5805  0.476
H: -0.1838 1.8552 -3.3974  0.492
O: -1.2666 0.8731 -2.2201  -0.960
H: -1.5359 1.4366 -1.4944  0.480
H: -1.9011 0.1832 -2.4192  0.493

---

Entry 6:
Formula: C2H5NO2
Source: the Open Molecules 2025 dataset
Level of theory: ωB97M-V with the def2-TZVPD basis set

- Electronic energy: -7737.754 eV
- Structure (SMILES): CONC=O
- HOMO level: -0.3584 hartree
- Relative energy (zero: lowest compared OMol25 entry of this formula, charge and spin): 2.997 eV
- Gap between HOMO and LUMO: 10.616 eV

Each line ends with the natural charge from an NBO analysis.
Atoms and positions in Å:
C: -1.4315 -0.5222 -0.0002  -0.267
O: -0.6098 0.5997 0.3116  -0.383
N: 0.7475 0.1453 0.6107  -0.358
C: 1.5304 0.8174 -0.2798  0.505
O: 2.6170 0.3652 -0.6404  -0.584
H: -1.5098 -1.1926 0.8610  0.173
H: -2.4353 -0.1531 -0.2282  0.208
H: -1.0277 -1.0543 -0.8678  0.176
H: 0.9191 -0.8423 0.7655  0.388
H: 1.2003 1.8369 -0.5323  0.142